ORCA calculation (ωB97M-V/def2-TZVPD) on 4 unconnected molecules or ions with the total composition C17H23BO16.

Last column: natural (NBO) charge in e.
Atoms and positions in Å:
C 0.0158 -0.2758 1.2464  -0.26
O -0.0717 -0.1473 -0.2037  -0.56
C 1.2676 -0.1368 -0.7845  -0.08
C 1.5729 1.1675 -1.6604  -0.42
C 1.0803 2.5478 -1.0116  -0.46
C 1.6808 2.8692 0.4254  -0.09
C 2.9675 2.6571 0.9865  0.20
O 4.0838 2.0709 0.3365  -0.69
B 4.6834 1.0039 1.1073  1.32
O 4.7820 -0.3278 0.5070  -0.94
O 5.2462 1.1389 2.4164  -0.89
C 2.7791 3.2871 2.4391  0.74
O 3.3104 3.0588 3.5328  -0.48
O 1.7278 4.2786 2.3164  -0.54
C 0.7446 3.6026 1.4907  0.78
O -0.4878 3.6460 1.6145  -0.51
H -0.9885 0.0215 1.6978  0.20
H 0.8039 0.4358 1.7014  0.17
H 0.2399 -1.3690 1.5483  0.18
H 2.0600 -0.1560 0.0582  0.17
H 1.4068 -1.0605 -1.4646  0.21
H 1.0169 1.0675 -2.6685  0.23
H 2.6871 1.2578 -1.8863  0.22
H -0.0733 2.5829 -0.9555  0.26
H 1.3576 3.3797 -1.7666  0.24
H 5.4017 -0.2229 -0.2607  0.50
H 5.7998 0.3472 2.6298  0.51
O 0.6349 -2.6808 -3.6225  -0.59
C 0.0122 -3.4329 -2.9219  0.97
O -1.3147 -3.6934 -3.0639  -0.48
C -1.6217 -4.7876 -2.2080  -0.13
C -0.5395 -4.7200 -1.1744  -0.10
O 0.5446 -4.1335 -1.8828  -0.49
H -2.6203 -4.6775 -1.7773  0.25
H -1.5869 -5.7130 -2.7909  0.18
H -0.8038 -4.0722 -0.3332  0.18
H -0.2663 -5.7045 -0.7914  0.20
O -4.5338 -5.0765 -1.9097  -0.58
C -4.8345 -6.2262 -2.0634  0.97
O -3.9399 -7.2378 -2.2353  -0.49
C -4.6663 -8.4568 -2.1534  -0.10
C -6.0605 -8.0430 -2.5153  -0.10
O -6.1130 -6.6881 -2.0896  -0.48
H -4.2591 -9.1989 -2.8415  0.21
H -4.5955 -8.8426 -1.1323  0.19
H -6.2426 -8.0823 -3.5932  0.19
H -6.8182 -8.6401 -2.0061  0.21
O 1.1183 10.9091 3.3404  -0.57
C 0.8218 9.7612 3.1757  0.96
O 1.7187 8.7547 2.9862  -0.49
C 0.9967 7.5324 3.0591  -0.10
C -0.4015 7.9439 2.7114  -0.10
O -0.4571 9.2935 3.1529  -0.49
H 1.4015 6.8000 2.3600  0.21
H 1.0758 7.1352 4.0751  0.19
H -0.5909 7.9157 1.6343  0.18
H -1.1530 7.3374 3.2189  0.21

Force components x, y, z for each atom (eV/Å):
C -0.373 -0.067 0.456
O 1.633 0.245 1.014
C 1.085 0.145 -0.241
C -0.879 0.167 -0.324
C -0.109 -0.082 0.031
C 0.752 -0.511 -0.277
C -3.389 1.249 -0.750
O -1.533 -0.308 3.053
B 1.250 -1.761 0.946
O 1.015 2.871 -0.143
O -0.725 -0.438 -2.502
C 2.164 -0.376 2.366
O -1.929 0.998 -4.392
O -1.062 -2.370 0.298
C -0.686 -0.074 -0.883
O 5.043 0.158 -0.392
H 1.256 -0.446 -0.790
H -1.066 -1.154 -0.768
H -0.177 1.692 -0.441
H -1.244 -0.219 -1.288
H -0.216 1.390 1.154
H 0.913 0.190 1.551
H -1.444 -0.399 0.365
H 1.901 -0.203 0.194
H -0.220 -1.116 1.437
H -1.044 -0.473 0.624
H -0.931 0.832 -0.344
O -0.498 -0.670 0.710
C 0.363 0.734 -0.747
O 0.815 0.226 0.064
C -0.761 -0.372 0.272
C 0.016 -0.345 0.666
O -0.052 0.317 -0.479
H 0.449 0.105 -0.344
H 0.035 0.054 0.016
H 0.011 0.006 -0.077
H 0.172 0.143 -0.081
O -0.659 -0.990 -0.063
C 0.003 0.942 0.107
O -0.322 0.492 0.032
C 0.318 -0.837 0.087
C -0.673 -0.493 -0.274
O 0.656 0.240 0.080
H 0.116 0.205 0.051
H -0.016 0.056 -0.051
H 0.037 0.026 0.067
H 0.002 0.241 0.007
O -0.240 -0.908 -0.132
C 0.301 1.072 0.155
O -0.415 0.472 0.008
C 0.351 -0.811 0.043
C -0.661 -0.474 -0.229
O 0.530 0.189 0.070
H 0.113 0.189 0.107
H -0.014 0.020 -0.067
H 0.033 0.017 0.056
H 0.005 0.220 -0.004

Output
E_HOMO = -9.878 eV
structure (SMILES) = COCCCC1=C(OB(O)O)C(=O)OC1=O.O=C1OCCO1.O=C1OCCO1.O=C1OCCO1
Kohn-Sham gap = 9.11 eV
lowest unoccupied orbital energy = -0.0282 Eh

---

ORCA calculation (ωB97M-V/def2-TZVPD) on C4H8ClN in the gas phase.

Last column: natural (NBO) charge in e.
Atoms and positions in Å:
C 0.4442 -1.1358 -1.3698  -0.41
N 0.7315 0.0204 -0.5922  -0.64
C 0.4268 -0.0877 0.7769  0.06
Cl 1.5767 -0.9262 1.6455  0.01
C -0.9192 0.3129 1.2880  -0.41
C -0.0010 1.5524 1.2369  -0.40
H -0.5143 -1.4662 -1.3885  0.20
H 0.5404 -1.0022 -2.4976  0.19
H 1.0909 -1.8960 -1.1776  0.17
H 1.6635 0.2895 -0.8453  0.37
H -1.1668 -0.0993 2.1703  0.22
H -1.6891 0.3780 0.6324  0.22
H -0.0392 2.2078 0.4591  0.21
H 0.3775 1.8659 2.2390  0.21

Force components x, y, z for each atom (eV/Å):
C 0.938 1.602 -3.354
N -1.463 0.000 -1.301
C -0.866 5.552 -1.172
Cl 1.265 -1.439 1.963
C 3.255 1.840 -1.796
C 0.833 -5.061 3.969
H -3.139 -0.875 0.999
H 0.412 0.635 1.196
H 1.762 -2.701 0.820
H 0.349 0.546 0.749
H -0.758 -1.052 3.152
H -2.213 -0.331 -2.088
H -0.159 1.442 -1.993
H -0.218 -0.158 -1.144

Output
E_HOMO = -8.479 eV
structure (SMILES) = CNC1(Cl)CC1
ΔE to the lowest compared entry with this formula, charge and spin = 212.4 kJ/mol
Kohn-Sham gap = 9.50 eV
lowest unoccupied orbital energy = 0.0376 Eh